# 1
BH3OS | the ωB97M-V functional and the def2-TZVPD basis

ORCA input file:
```
! wB97M-V def2-TZVPD RIJCOSX def2/J DEFGRID3
* xyz 0 1
B -0.4861 -0.2551 -0.2025
H 1.7356 -0.6003 1.6143
H -1.1944 2.3576 -0.9312
O -0.1627 0.9383 -0.0589
H -1.0464 -1.1275 -0.9088
S 1.1539 -1.3129 0.4871
*
```

HOMO energy (spin up / spin down), eV: -9.2 / -9.2
Lowest unoccupied orbital energy (spin up / spin down), eV: -3.25 / -3.24

***

# 2
C8H17FN2 | the ωB97M-V functional and the def2-TZVPD basis

ORCA input file:
```
! wB97M-V def2-TZVPD RIJCOSX def2/J DEFGRID3
* xyz 0 1
H 0.2467 -2.2029 -1.8348
F 0.6638 2.3317 -0.0542
C -2.5099 0.8498 -0.8171
N -0.7728 2.3168 -2.0931
H -3.0908 0.8833 -1.7967
H 2.5377 -0.0155 -0.1385
C 2.5080 -0.5309 1.9507
C -0.0092 -2.1392 0.9385
C -0.7411 1.0878 1.3457
H -0.9721 -1.7762 0.8813
H 0.0268 -3.2220 0.5497
H 1.2848 -0.8956 -2.1134
N -1.3006 1.7076 -0.9322
H 2.2101 -1.3502 2.4801
C 0.5782 -1.2816 -1.3690
H -0.9251 1.8103 -2.9184
H 2.3910 0.3745 2.4800
H 3.5356 -0.6801 1.7303
H 0.3574 -1.9962 1.9158
C 1.8753 -0.4785 0.5554
C 0.9570 -1.2999 0.0746
C -0.4187 1.5827 0.1712
H -3.2546 1.1146 -0.1644
H -2.3715 -0.1914 -0.5436
H -1.4602 0.3126 1.4927
H -1.2590 3.2191 -2.3980
H -0.1701 -0.4549 -1.3680
H 0.0829 0.9241 1.9752
*
```

HOMO energy, eV: -7.9
SMILES: C=C(F)N(C)N.CC=C(C)C
Lowest unoccupied orbital energy, eV: 0.84

***

Calculated total energy in hartree, matching the order above: -499.9175 -524.2397
Energy above the lowest of the compared OMol25 structures with the same formula, charge and spin in kcal/mol, matching the order above: 130.6 18.7